# 1
C24H30N2O4 | ωB97M-V/def2-TZVPD

Summary:
maximum force = 0.64 eV/Å
energy above the lowest of the compared OMol25 structures with the same formula, charge and spin = 130.3 kJ/mol
HOMO-LUMO gap = 0.3094 Eh
LUMO = 0.6 eV

Geometry as XYZ:
```
60
Properties=species:S:1:pos:R:3:lowdin_charge:R:1
C 2.50 3.98 -0.60 -0.0773
H 2.47 4.61 0.30 0.0948
O 3.46 2.96 -0.48 -0.0633
C 3.19 1.95 0.39 -0.2207
C 2.15 1.94 1.30 -0.0212
C 1.91 0.82 2.09 -0.0461
C 2.72 -0.29 2.00 -0.2472
C 3.80 -0.27 1.12 0.0205
C 4.04 0.82 0.31 -0.2098
O 5.03 0.89 -0.63 -0.0612
C 5.78 -0.28 -0.88 -0.0733
H 5.14 -1.13 -1.12 0.0859
H 6.41 -0.54 -0.02 0.0965
H 6.41 -0.04 -1.73 0.0945
H 4.44 -1.14 1.06 0.1155
C 2.39 -1.55 2.75 -0.1253
H 3.21 -1.84 3.42 0.1186
H 1.50 -1.39 3.36 0.1094
C 2.14 -2.71 1.76 -0.1602
N 1.38 -2.27 0.61 0.0827
C 1.91 -2.27 -0.63 -0.4672
O 3.00 -2.74 -0.89 0.0608
C 1.03 -1.66 -1.72 -0.1659
H 1.36 -2.10 -2.66 0.1487
C 1.21 -0.13 -1.73 0.0015
C 0.00 0.40 -0.98 -0.4445
O -0.18 1.54 -0.60 0.0714
N -0.86 -0.63 -0.81 -0.0707
C -2.18 -0.46 -0.24 -0.1322
H -2.41 -1.32 0.39 0.1333
H -2.14 0.44 0.38 0.1281
C -3.27 -0.28 -1.31 -0.1267
C -4.59 -0.03 -0.65 -0.2477
C -5.49 -1.07 -0.42 -0.0389
C -6.69 -0.84 0.21 -0.0452
C -7.04 0.43 0.64 -0.2863
C -6.14 1.47 0.42 -0.0426
C -4.94 1.24 -0.22 -0.0343
H -4.25 2.06 -0.39 0.1175
H -6.39 2.47 0.74 0.1133
C -8.34 0.70 1.33 -0.0544
H -8.18 1.16 2.30 0.0807
H -8.95 1.39 0.74 0.0818
H -8.90 -0.22 1.47 0.0724
H -7.37 -1.66 0.38 0.1079
H -5.24 -2.07 -0.75 0.1111
H -3.00 0.57 -1.94 0.1257
H -3.32 -1.18 -1.93 0.1112
C -0.47 -1.83 -1.50 -0.1043
H -0.71 -2.72 -0.90 0.1306
H -1.00 -1.92 -2.46 0.1286
H 2.13 0.21 -1.27 0.1170
H 1.19 0.27 -2.75 0.1382
H 0.56 -1.71 0.80 0.1365
H 3.08 -3.10 1.37 0.1156
H 1.61 -3.52 2.26 0.1192
H 1.07 0.83 2.76 0.1116
H 1.49 2.79 1.39 0.1082
H 1.50 3.57 -0.78 0.0839
H 2.81 4.58 -1.45 0.0936
```



# 2
C9H34O9 | ωB97M-V/def2-TZVPD

Summary:
maximum force = 14.59 eV/Å
net charge = -2
energy above the lowest of the compared OMol25 structures with the same formula, charge and spin = 1274.4 kJ/mol
HOMO-LUMO gap = 0.1382 Eh
LUMO = 4.7 eV

Geometry as XYZ:
```
52
Properties=species:S:1:pos:R:3:lowdin_charge:R:1
C -0.34 0.28 -0.29 -0.1969
O 1.00 -0.07 0.05 -0.3266
H -1.09 -0.32 0.22 0.0262
H -0.51 1.34 -0.09 0.0484
H -0.41 0.31 -1.37 0.0459
C 0.31 -0.23 -3.51 -0.4546
O 1.37 -0.85 -2.84 -0.3592
H -0.46 -0.92 -3.84 0.0439
H -0.21 0.46 -2.85 0.0091
H 0.51 0.37 -4.40 0.0346
C -1.95 -1.33 1.60 -0.2628
O -2.17 -1.18 2.95 -0.0863
H -0.96 -1.00 1.28 0.0367
H -2.21 -2.34 1.30 0.0635
H -2.63 -0.72 1.00 0.1031
H -3.11 -1.09 3.12 0.0700
C 0.89 1.11 2.67 -0.0534
O 1.56 1.51 1.44 -0.1004
H 1.38 0.22 3.06 0.0386
H 0.90 1.94 3.38 0.0673
H -0.17 0.89 2.51 0.0767
H 1.03 1.31 0.66 0.0413
C 1.94 -1.59 2.07 -0.1767
O 3.07 -1.42 1.27 -0.1091
H 1.01 -1.28 1.61 0.0633
H 1.89 -2.61 2.44 0.0768
H 2.24 -1.03 2.96 0.0566
H 3.89 -1.38 1.77 0.0613
C -2.80 0.28 -3.48 -0.1743
O -2.23 -0.74 -2.59 -0.1625
H -3.50 0.85 -2.87 0.0566
H -2.14 1.09 -3.79 0.0590
H -3.22 -0.15 -4.38 0.0638
H -1.30 -0.54 -2.73 -0.0443
C -0.54 -2.94 0.44 -0.2392
O 0.53 -2.17 0.07 -0.1313
H -1.39 -2.57 -0.13 0.0795
H -0.51 -3.99 0.16 0.0789
H -0.67 -2.83 1.52 0.0625
H 0.30 -1.25 0.20 -0.0740
C -1.68 3.08 -1.46 -0.1286
O -2.57 3.81 -0.59 -0.1427
H -0.95 2.69 -0.75 0.0549
H -2.15 2.37 -2.15 0.0485
H -1.11 3.75 -2.10 0.0800
H -2.76 3.29 0.20 0.0608
C 4.05 0.87 1.19 -0.1811
O 2.94 0.64 0.34 -0.1902
H 4.98 0.38 0.91 0.0665
H 4.10 1.94 0.98 0.0652
H 3.75 0.71 2.22 0.0608
H 2.14 1.08 0.64 -0.2062
```



# 3
C4H7NO | ωB97M-V/def2-TZVPD

Summary:
2S+1 = 2
maximum force = 3.08 eV/Å
net charge = +1
energy above the lowest of the compared OMol25 structures with the same formula, charge and spin = 18.2 kJ/mol
HOMO-LUMO gap (alpha / beta) = 0.4181 / 0.2886 Eh
expectation value of S² = 0.76
LUMO (alpha / beta) = -3.6 / -7.5 eV

Geometry as XYZ:
```
13
Properties=species:S:1:pos:R:3:lowdin_charge:R:1
C -1.33 1.01 0.65 -0.0085
C -0.91 0.49 -0.56 0.0422
N -0.28 -0.72 -0.33 0.0903
C -0.13 -0.86 1.00 0.0387
C -0.88 0.17 1.65 0.0300
H -2.06 1.78 0.86 0.1337
H -1.04 0.90 -1.55 0.1528
H 0.26 -1.22 -1.02 0.1544
H 0.50 -1.61 1.46 0.1542
H -1.17 0.16 2.69 0.1315
H 2.25 -0.27 -2.44 0.0792
H 2.73 0.12 -0.87 0.0345
O 2.08 0.06 -1.54 -0.0329
```



# 4
C47H52As3N9OPb | ωB97M-V/def2-TZVPD

Summary:
maximum force = 0.40 eV/Å
net charge = +2
energy above the lowest of the compared OMol25 structures with the same formula, charge and spin = 0.0 kJ/mol
HOMO-LUMO gap = 0.2181 Eh
LUMO = -6.2 eV

Geometry as XYZ:
```
113
Properties=species:S:1:pos:R:3:lowdin_charge:R:1
Pb 0.01 0.97 1.52 1.4450
C -4.63 -2.22 -1.80 -0.0272
C -5.62 -1.54 -1.10 -0.0260
C -5.31 -0.45 -0.28 0.0265
C -3.99 -0.07 -0.20 -0.0861
C -3.30 0.98 0.58 -0.2387
N -3.84 1.66 1.60 0.2306
C -3.13 1.71 2.70 -0.2260
C -3.55 2.21 4.03 -0.0929
C -4.55 3.08 4.42 0.0153
C -4.64 3.37 5.79 -0.0390
C -3.79 2.78 6.71 -0.0388
C -2.80 1.88 6.31 0.0120
C -2.69 1.62 4.96 -0.0906
C -1.79 0.74 4.17 -0.2791
N -1.11 -0.30 4.58 0.2029
C -0.88 -1.28 3.67 -0.2568
N -0.55 -1.21 2.37 0.0473
C -0.74 -2.51 1.81 -0.2225
N -0.65 -2.98 0.64 0.2419
C -0.25 -2.67 -0.62 -0.2036
N -0.08 -1.46 -1.24 -0.0727
C 0.49 -1.60 -2.51 -0.2608
N -0.47 -0.25 -0.72 0.0577
C -1.74 -0.06 -0.56 -0.3283
N -2.03 1.04 0.23 0.0017
C -2.99 -0.77 -0.90 -0.0917
C -3.28 -1.85 -1.70 0.0205
C 0.66 -2.99 -2.70 -0.1890
C 1.15 -3.78 -3.77 -0.0429
C 1.16 -5.14 -3.63 -0.0500
C 0.70 -5.78 -2.45 -0.0564
C 0.20 -5.05 -1.41 -0.0041
C 0.17 -3.64 -1.54 -0.1151
C -1.13 -3.42 2.92 -0.1057
C -1.48 -4.75 2.93 0.0103
C -1.83 -5.31 4.15 -0.0383
C -1.85 -4.55 5.32 -0.0426
C -1.52 -3.20 5.30 0.0130
C -1.16 -2.66 4.08 -0.1150
N -1.96 1.02 2.86 -0.0462
H -4.90 -3.06 -2.42 0.1195
H -6.65 -1.85 -1.20 0.1202
H -6.08 0.09 0.26 0.1290
H -5.23 3.52 3.71 0.1258
H -5.40 4.06 6.13 0.1170
H -3.89 3.02 7.76 0.1167
H -2.15 1.40 7.03 0.1238
H -2.52 -2.40 -2.23 0.1186
H 1.46 -3.33 -4.70 0.0956
H 1.52 -5.75 -4.45 0.1155
H 0.73 -6.86 -2.39 0.1130
H -0.18 -5.52 -0.52 0.1111
H -1.48 -5.33 2.02 0.1142
H -2.11 -6.35 4.20 0.1156
H -2.14 -5.01 6.25 0.1153
H -1.54 -2.59 6.19 0.1205
C 2.84 -1.12 -4.50 -0.1937
As 1.91 -0.42 -2.98 1.3059
C 3.15 -0.68 -1.52 -0.1733
C 1.88 1.53 -3.09 -0.2656
C 1.39 2.36 -4.32 -0.6155
C 0.98 1.43 -5.47 -0.0720
C 0.20 3.32 -4.04 -0.3647
As -0.97 3.02 -2.50 1.1053
C -2.22 1.83 -3.45 -0.3140
C -2.00 4.66 -2.71 -0.3155
C 2.59 3.19 -4.81 -0.3800
As 3.55 4.56 -3.71 1.1574
C 4.90 3.41 -2.87 -0.3528
C 2.44 4.78 -2.10 -0.3453
H 3.64 -0.42 -4.72 0.0589
H 2.19 -1.22 -5.37 0.0450
H 3.25 -2.09 -4.23 0.0491
H 4.08 -0.17 -1.74 0.0513
H 3.33 -1.75 -1.43 0.0582
H 2.73 -0.31 -0.58 0.0272
H 2.97 1.65 -3.01 0.0416
H 1.45 1.85 -2.14 0.0195
H 0.16 0.75 -5.17 0.0811
H 1.82 0.83 -5.82 0.0611
H 0.62 2.01 -6.32 0.0982
H -0.45 3.33 -4.91 0.0751
H 0.58 4.33 -3.93 0.0520
H -2.45 2.24 -4.43 0.0346
H -3.14 1.73 -2.89 0.0165
H -1.78 0.83 -3.58 0.0048
H -2.36 4.78 -3.73 0.0355
H -1.38 5.52 -2.44 0.0213
H -2.86 4.64 -2.03 0.0230
H 2.27 3.73 -5.70 0.0699
H 3.39 2.51 -5.15 0.0681
H 5.44 2.85 -3.64 0.0208
H 4.49 2.72 -2.13 0.0020
H 5.62 4.05 -2.36 0.0209
H 1.66 5.52 -2.26 0.0128
H 3.11 5.17 -1.33 0.0248
H 1.99 3.86 -1.74 -0.0111
C 4.44 -0.71 5.05 -0.0236
N 3.74 -0.86 3.77 -0.1307
C 3.82 -2.14 3.08 -0.0161
C 3.03 0.13 3.23 -0.5187
C 2.90 1.42 4.01 0.0073
O 2.48 -0.01 2.12 -0.1803
H 4.97 -1.63 5.26 0.0924
H 3.74 -0.52 5.87 0.0993
H 5.17 0.09 5.02 0.0952
H 3.98 -2.93 3.80 0.0923
H 4.63 -2.15 2.35 0.1005
H 2.88 -2.32 2.55 0.0787
H 3.84 1.76 4.41 0.0863
H 2.21 1.26 4.85 0.0994
H 2.50 2.19 3.35 0.0697
```



# 5
C13H35O5 | ωB97M-V/def2-TZVPD

Summary:
maximum force = 2.74 eV/Å
net charge = -1
energy above the lowest of the compared OMol25 structures with the same formula, charge and spin = 108.0 kJ/mol
HOMO-LUMO gap = 0.1808 Eh
LUMO = 2.7 eV

Geometry as XYZ:
```
53
Properties=species:S:1:pos:R:3:lowdin_charge:R:1
C -0.75 -0.82 0.01 -0.1003
C -0.41 -0.95 -1.47 -0.6837
C 0.77 -0.06 -1.78 -0.1208
O -0.21 -2.27 -1.95 -0.3782
H -0.89 0.24 0.23 0.0529
H 0.05 -1.21 0.64 0.0469
H -1.68 -1.33 0.27 0.0574
H -1.20 -0.48 -2.06 0.0750
H 0.66 0.95 -1.39 0.0493
H 0.74 0.24 -2.83 0.0342
H 1.75 -0.47 -1.53 0.0584
C 1.23 -1.51 4.78 -0.0682
C -0.04 -1.82 4.03 -0.5235
C -0.73 -0.52 3.65 -0.0637
O 0.32 -2.36 2.82 -0.0522
H 1.89 -0.81 4.25 0.0718
H 1.96 -2.32 4.76 0.0797
H 0.98 -1.06 5.74 0.0808
H -0.73 -2.55 4.46 0.1427
H -0.91 0.21 4.43 0.0719
H -1.60 -0.75 3.03 0.0797
H -0.07 0.04 2.98 0.0737
H 1.13 -1.89 2.58 0.0785
C -1.32 1.11 -4.69 -0.0355
C -2.64 1.19 -3.89 -0.5315
C -3.68 2.14 -4.42 -0.0859
O -3.24 -0.04 -3.97 -0.0286
H -1.43 0.92 -5.76 0.0761
H -0.69 0.31 -4.31 0.0618
H -0.72 2.02 -4.62 0.0739
H -2.49 1.56 -2.87 0.1281
H -3.22 3.08 -4.73 0.0698
H -4.53 2.35 -3.76 0.0695
H -4.19 1.90 -5.36 0.0749
H -4.03 0.04 -3.43 0.0878
C 3.86 1.17 0.94 -0.0391
C 5.23 0.58 0.57 -0.4875
C 6.08 0.17 1.78 -0.0754
O 5.03 -0.56 -0.22 -0.0517
H 3.61 0.78 1.93 0.0615
H 3.06 0.78 0.31 0.0640
H 3.85 2.26 0.96 0.0731
H 5.81 1.31 0.02 0.1299
H 6.29 0.93 2.54 0.0740
H 7.03 -0.21 1.41 0.0678
H 5.75 -0.76 2.24 0.0723
H 4.49 -1.25 0.16 0.0969
C -5.11 0.27 0.53 -0.1711
O -4.84 -0.87 1.35 -0.1144
H -6.05 0.32 -0.02 0.0624
H -5.20 1.17 1.14 0.0723
H -4.34 0.42 -0.22 0.0691
H -4.62 -1.59 0.75 0.0734
```



# 6
C5H9NOS | ωB97M-V/def2-TZVPD

Summary:
maximum force = 5.47 eV/Å
energy above the lowest of the compared OMol25 structures with the same formula, charge and spin = 410.5 kJ/mol
HOMO-LUMO gap = 0.3347 Eh
LUMO = 0.4 eV

Geometry as XYZ:
```
17
Properties=species:S:1:pos:R:3:lowdin_charge:R:1
C 0.80 2.03 -0.19 -0.1331
C -0.37 1.08 -0.11 -0.1032
C -0.57 -0.18 0.40 -0.3449
C -1.67 -0.97 -0.14 -0.2180
C 0.32 -0.86 1.28 -0.1886
H 1.69 1.71 0.35 0.0559
H 0.47 3.10 0.10 0.1011
H 1.16 2.22 -1.21 0.0685
H -1.32 1.58 -0.65 0.1483
H -2.58 -1.07 0.71 0.1734
H -2.16 -0.37 -0.94 0.1097
H -0.43 -2.54 -0.22 0.0422
H 0.04 -0.96 2.40 0.1519
H 1.69 -0.27 -1.48 -0.0411
N 1.59 -1.20 0.94 -0.4615
O -1.06 -2.14 -0.80 -0.0581
S 2.40 -1.16 -0.45 0.6974
```